[1]
2 unconnected molecules or ions with the total composition CH2NO4, computed with wB97M-V/def2-TZVPD.

ORCA input file:
```
! RIJCOSX wB97M-V def2-TZVPD def2/J DEFGRID3
* xyz 1 1
C -1.73 -0.33 -0.26
N 1.86 0.16 0.21
O 2.11 -0.93 0.04
O 2.42 1.23 0.26
O 0.71 0.70 0.38
O -0.81 -0.36 0.52
H -1.95 0.50 -1.09
H -2.61 -0.99 -0.07
*
```

The orbital gap (alpha / beta) comes out at 8.366 / 9.532 eV. As for the energy relative to the best compared isomer or geometry (same formula, charge and spin): 5.3430 eV. The electronic energy is -10731.2947 eV.

***

[2]
2 unconnected molecules or ions with the total composition CH2NO4S, computed with wB97M-V/def2-TZVPD.

ORCA input file:
```
! RIJCOSX wB97M-V def2-TZVPD def2/J DEFGRID3
* xyz -1 1
C -0.06 1.12 -0.68
N -0.99 -0.91 1.37
O 0.27 0.77 -1.96
O -1.81 -1.35 2.28
O -0.08 -1.67 0.96
O 2.28 -0.30 -0.69
S 0.83 -0.47 -0.87
H 0.55 1.91 -0.23
H -0.97 0.89 -0.19
*
```

The orbital gap comes out at 7.985 eV. As for the energy relative to the best compared isomer or geometry (same formula, charge and spin): 5.1478 eV. The electronic energy is -21581.5440 eV.

***

[3]
2 unconnected molecules or ions with the total composition CH2NOS3, computed with wB97M-V/def2-TZVPD.

ORCA input file:
```
! RIJCOSX wB97M-V def2-TZVPD def2/J DEFGRID3
* xyz -1 1
C -3.84 -0.10 -0.55
N 0.20 1.10 -0.52
O -3.35 0.55 -1.39
S -4.85 -1.08 0.17
S -2.09 0.57 1.44
S -1.10 2.04 0.52
H 1.07 0.91 -0.15
H -0.34 0.26 -0.63
*
```

The orbital gap comes out at 5.903 eV. As for the energy relative to the best compared isomer or geometry (same formula, charge and spin): 0.8163 eV. The electronic energy is -37113.9655 eV.

***

[4]
A molecular structure, CH2O2, computed with wB97M-V/def2-TZVPD.

ORCA input file:
```
! RIJCOSX wB97M-V def2-TZVPD def2/J DEFGRID3
* xyz 0 1
C 1.45 -1.68 2.74
O 1.64 -2.40 1.85
O 1.31 -0.95 3.66
H 0.66 -1.13 -0.96
H 0.38 -0.45 -0.69
*
```

The orbital gap comes out at 13.594 eV. As for the energy relative to the best compared isomer or geometry (same formula, charge and spin): 0.1654 eV. The electronic energy is -5164.2488 eV.

***

[5]
CH2O2 in the gas phase, computed with wB97M-V/def2-TZVPD.

ORCA input file:
```
! RIJCOSX wB97M-V def2-TZVPD def2/J DEFGRID3
* xyz 0 1
C 0.14 0.33 -0.09
H -1.67 0.32 0.40
H -0.06 1.43 0.04
O -1.08 -0.26 -0.03
O 1.19 -0.20 0.05
*
```

The SMILES is O=CO. The orbital gap comes out at 11.644 eV. As for the energy relative to the best compared isomer or geometry (same formula, charge and spin): 0.4760 eV. The electronic energy is -5163.9383 eV.

***

[6]
CH2O2 in the gas phase, computed with wB97M-V/def2-TZVPD.

ORCA input file:
```
! RIJCOSX wB97M-V def2-TZVPD def2/J DEFGRID3
* xyz 0 1
O 1.04 -0.73 -0.42
C 0.10 -0.02 -0.42
O -0.72 0.19 0.67
H -0.30 0.58 -1.25
H -0.12 -0.02 1.41
*
```

The SMILES is O=CO. The orbital gap comes out at 12.091 eV. As for the energy relative to the best compared isomer or geometry (same formula, charge and spin): 0.1005 eV. The electronic energy is -5164.3137 eV.

***

[7]
2 unconnected molecules or ions with the total composition CH2O2, computed with wB97M-V/def2-TZVPD.

ORCA input file:
```
! RIJCOSX wB97M-V def2-TZVPD def2/J DEFGRID3
* xyz 0 1
C 1.14 0.06 0.18
O 2.23 0.61 -0.49
O 2.28 -0.56 0.38
H -1.41 -1.18 -0.77
H 0.19 -0.59 -0.33
*
```

The orbital gap (alpha / beta) comes out at 10.616 / 8.149 eV. As for the energy relative to the best compared isomer or geometry (same formula, charge and spin): 9.1418 eV. The electronic energy is -5155.2725 eV.

***

[8]
2 unconnected molecules or ions with the total composition CH2O2, computed with wB97M-V/def2-TZVPD.

ORCA input file:
```
! RIJCOSX wB97M-V def2-TZVPD def2/J DEFGRID3
* xyz 0 1
O 5.29 0.14 1.14
C 5.30 0.05 -0.04
O 5.00 0.13 -1.21
H -7.95 -0.11 -0.28
H -7.64 -0.21 0.38
*
```

The SMILES is [H][H].O=C=O. The orbital gap comes out at 13.151 eV. As for the energy relative to the best compared isomer or geometry (same formula, charge and spin): 0.4691 eV. The electronic energy is -5163.9452 eV.

***

[9]
CH2O2S in the gas phase, computed with wB97M-V/def2-TZVPD.

ORCA input file:
```
! RIJCOSX wB97M-V def2-TZVPD def2/J DEFGRID3
* xyz 0 1
C 0.32 0.11 0.37
H -0.69 -1.41 0.07
H -0.32 1.44 -1.22
O -0.11 -1.02 0.96
O 1.04 0.86 0.92
S -0.24 0.03 -1.10
*
```

The SMILES is O=C(O)S. The orbital gap comes out at 10.659 eV. As for the energy relative to the best compared isomer or geometry (same formula, charge and spin): 1.9566 eV. The electronic energy is -15997.9787 eV.

***

[10]
A molecular structure, CH2O2S, computed with wB97M-V/def2-TZVPD.

ORCA input file:
```
! RIJCOSX wB97M-V def2-TZVPD def2/J DEFGRID3
* xyz 0 1
C 0.16 0.16 -0.64
O -0.47 -0.99 1.76
O 0.00 1.17 0.23
S -0.97 -0.12 0.70
H 0.05 0.46 -1.80
H 1.23 -0.67 -0.26
*
```

The orbital gap comes out at 10.946 eV. As for the energy relative to the best compared isomer or geometry (same formula, charge and spin): 3.6923 eV. The electronic energy is -15996.2430 eV.

***

[11]
CH2O2S2 in the gas phase, computed with wB97M-V/def2-TZVPD.

ORCA input file:
```
! RIJCOSX wB97M-V def2-TZVPD def2/J DEFGRID3
* xyz 0 1
C -0.03 -0.58 0.03
O -2.35 0.85 0.61
O 2.04 0.92 -0.75
S -1.56 0.32 -0.53
S 1.56 0.44 0.54
H -0.09 -1.01 1.00
H 0.42 -0.95 -0.90
*
```

The orbital gap (alpha / beta) comes out at 7.673 / 7.543 eV. As for the energy relative to the best compared isomer or geometry (same formula, charge and spin): 2.4144 eV. The electronic energy is -26831.6390 eV.

***

[12]
CH2O2S3 in the gas phase, computed with wB97M-V/def2-TZVPD.

ORCA input file:
```
! RIJCOSX wB97M-V def2-TZVPD def2/J DEFGRID3
* xyz 0 1
C 0.60 -0.21 0.20
O -1.63 0.76 0.11
O -0.46 1.16 -1.93
S 0.13 -1.60 -0.52
S 0.93 0.09 1.77
S -1.40 0.28 -1.24
H 1.00 0.59 -0.53
H 0.83 -1.08 2.14
*
```

The orbital gap comes out at 8.282 eV. As for the energy relative to the best compared isomer or geometry (same formula, charge and spin): 1.4340 eV. The electronic energy is -37667.7730 eV.

***

[13]
2 unconnected molecules or ions with the total composition CH2O2S3, computed with wB97M-V/def2-TZVPD.

ORCA input file:
```
! RIJCOSX wB97M-V def2-TZVPD def2/J DEFGRID3
* xyz 0 3
C 0.34 -0.53 -1.15
O 1.09 -0.63 2.19
O -1.00 1.50 -1.73
S 1.38 -1.49 -1.80
S -0.31 0.27 2.49
S -0.53 0.59 -0.41
H 0.94 -1.54 1.85
H -1.91 1.82 -1.46
*
```

The orbital gap (alpha / beta) comes out at 7.642 / 7.319 eV. As for the energy relative to the best compared isomer or geometry (same formula, charge and spin): 0.6894 eV. The electronic energy is -37665.7962 eV.

***

[14]
A molecular structure, CH2O3, computed with wB97M-V/def2-TZVPD.

ORCA input file:
```
! RIJCOSX wB97M-V def2-TZVPD def2/J DEFGRID3
* xyz 0 1
C -0.06 -0.04 0.05
H 0.55 1.63 -0.74
H 1.08 -0.32 -1.59
O -0.33 1.28 0.12
O 0.43 -0.75 -0.96
O -0.25 -0.67 1.10
*
```

The orbital gap comes out at 9.630 eV. As for the energy relative to the best compared isomer or geometry (same formula, charge and spin): 2.5095 eV. The electronic energy is -7210.0366 eV.

***

[15]
CH2O3 in the gas phase, computed with wB97M-V/def2-TZVPD.

ORCA input file:
```
! RIJCOSX wB97M-V def2-TZVPD def2/J DEFGRID3
* xyz 0 1
C -0.19 -0.23 0.39
H -0.34 -0.09 -1.32
H 1.05 1.12 0.33
O -0.93 -0.70 -0.58
O 0.52 0.69 -0.27
O -0.10 -0.78 1.45
*
```

The SMILES is O=C(O)O. The orbital gap comes out at 11.605 eV. As for the energy relative to the best compared isomer or geometry (same formula, charge and spin): 1.5168 eV. The electronic energy is -7211.0293 eV.

***

[16]
2 unconnected molecules or ions with the total composition CH2O3, computed with wB97M-V/def2-TZVPD.

ORCA input file:
```
! RIJCOSX wB97M-V def2-TZVPD def2/J DEFGRID3
* xyz 0 3
C 2.21 -0.19 -0.50
O -0.96 0.68 -0.05
O -1.70 -0.53 0.03
O 2.92 0.00 0.36
H -0.30 0.47 -0.72
H -2.17 -0.43 0.87
*
```

The orbital gap (alpha / beta) comes out at 6.556 / 10.952 eV. As for the energy relative to the best compared isomer or geometry (same formula, charge and spin): 0.6235 eV. The electronic energy is -7204.0143 eV.

***

[17]
CH2O3S in the gas phase, computed with wB97M-V/def2-TZVPD.

ORCA input file:
```
! RIJCOSX wB97M-V def2-TZVPD def2/J DEFGRID3
* xyz 0 1
C 0.44 -0.22 -0.09
O -1.31 1.06 -1.90
O 0.02 1.02 0.42
O 0.48 -1.32 1.09
S -1.21 0.43 -0.61
H 1.18 -0.13 -0.78
H 0.40 -0.83 1.88
*
```

The orbital gap comes out at 10.810 eV. As for the energy relative to the best compared isomer or geometry (same formula, charge and spin): 1.6749 eV. The electronic energy is -18044.1782 eV.

***

[18]
CH2O3S2 in the gas phase, computed with wB97M-V/def2-TZVPD.

ORCA input file:
```
! RIJCOSX wB97M-V def2-TZVPD def2/J DEFGRID3
* xyz 0 1
C 0.82 -0.47 -1.15
O -1.51 1.04 1.28
O 0.44 -0.33 2.10
O 0.34 0.38 -0.29
S 2.14 -0.23 -2.05
S -0.55 -0.27 1.08
H 0.12 -1.34 -1.40
H -1.80 1.22 0.44
*
```

The orbital gap (alpha / beta) comes out at 9.056 / 9.056 eV. As for the energy relative to the best compared isomer or geometry (same formula, charge and spin): 1.0058 eV. The electronic energy is -28880.4414 eV.

***

[19]
2 unconnected molecules or ions with the total composition CH2O3S2, computed with wB97M-V/def2-TZVPD.

ORCA input file:
```
! RIJCOSX wB97M-V def2-TZVPD def2/J DEFGRID3
* xyz 0 1
C 0.91 -0.71 0.31
O -2.11 1.12 -0.77
O -0.98 0.26 1.11
O 0.20 -1.33 -0.51
S 1.51 0.87 -0.11
S -1.77 -0.06 -0.05
H 1.47 -1.03 1.16
H 0.77 0.87 -1.16
*
```

The orbital gap comes out at 9.348 eV. As for the energy relative to the best compared isomer or geometry (same formula, charge and spin): 0.8601 eV. The electronic energy is -28880.5871 eV.

***

[20]
2 unconnected molecules or ions with the total composition CH2O5, computed with wB97M-V/def2-TZVPD.

ORCA input file:
```
! RIJCOSX wB97M-V def2-TZVPD def2/J DEFGRID3
* xyz 0 1
C -0.24 -0.87 -0.23
O 1.03 0.72 1.15
O -0.73 0.23 0.20
O 1.43 1.71 0.40
O -1.11 -1.65 -0.92
O 0.88 -1.32 0.02
H 0.69 2.35 0.38
H -1.95 -1.17 -0.99
*
```

The orbital gap (alpha / beta) comes out at 7.510 / 8.957 eV. As for the energy relative to the best compared isomer or geometry (same formula, charge and spin): 1.4314 eV. The electronic energy is -11300.5593 eV.

***

Listing max |F| for the structures above in their given order: 3.9, 3.3, 4.2, 2.6, 2.8, 1.6, 2.3, 4.5, 8.7, 5.4, 3.2, 4.0, 2.1, 8.1, 4.7, 12.8, 6.9, 4.0, 3.8, 4.1 eV/Å.